No. 1
A cluster of 3 separate species, C18H28Br2N3O5P in total, computed with wB97M-V/def2-TZVPD.

Structure (XYZ):
```
57
C18H28Br2N3O5P (wB97M-V/def2-TZVPD)
C 0.46643 -1.71625 4.50330
C 1.91756 -1.88673 4.07286
C 2.22572 -2.21704 2.58627
Br 3.29436 -3.86169 2.56015
C 1.04802 -2.43321 1.62897
C 1.37087 -3.17619 0.31477
P 2.83312 -2.82569 -0.78574
O 3.42665 -4.08846 -1.21796
O 3.85926 -1.82774 -0.08709
O 2.21008 -1.96539 -1.98281
O 0.23035 -2.85938 -0.52717
C -0.09544 -1.57208 -0.32564
O -0.61730 -0.89570 -1.15030
C 0.22639 -1.21425 1.13655
Br -1.63799 -1.27511 1.81046
C 0.78903 0.18484 1.45904
C 0.57076 1.33233 0.47517
C 1.59052 1.52592 -0.65801
N 2.96991 1.07576 -0.34567
H -0.17273 -2.54987 4.21687
H 0.44113 -1.66510 5.59426
H 0.03832 -0.78119 4.14762
H 2.38580 -2.64436 4.69723
H 2.44359 -0.95504 4.30120
H 2.87935 -1.44436 2.19964
H 0.32681 -3.08564 2.12539
H 1.38632 -4.25496 0.43279
H 3.49407 -0.95249 0.15308
H 2.58516 -1.08485 -2.04915
H 0.29556 0.48726 2.38355
H 1.84764 0.11680 1.70708
H 0.57447 2.24885 1.06928
H -0.42719 1.25160 0.04422
H 1.61880 2.60198 -0.84724
H 1.23614 1.07954 -1.58848
H 3.34457 0.56448 -1.13231
H 3.59136 1.86695 -0.23829
C -6.60922 -1.15104 -0.24367
C -6.39073 -1.35723 -1.63337
C -5.04964 -1.19879 -1.86268
N -4.45252 -0.90508 -0.66928
C -5.39291 -0.87463 0.32218
H -7.54974 -1.20101 0.27861
H -7.13239 -1.59572 -2.37687
H -4.47261 -1.27226 -2.76813
H -3.47113 -0.73668 -0.53870
H -5.11975 -0.66066 1.34136
C -0.34936 6.07577 -3.10909
C 1.02965 5.72910 -3.11930
C 1.10678 4.37595 -3.31213
N -0.16955 3.89262 -3.41664
C -1.06198 4.92195 -3.29537
H -0.76815 7.05942 -2.98109
H 1.86608 6.39692 -3.00032
H 1.95737 3.71997 -3.38585
H -0.41540 2.93057 -3.56036
H -2.12229 4.74728 -3.35317
```

Calculated values
- Structure (SMILES): CC[C@@H](Br)[C@@H]1[C@H](P(=O)(O)O)OC(=O)[C@]1(Br)CCCN.c1cc[nH]c1.c1cc[nH]c1
- HOMO-LUMO gap: 7.94 eV
- LUMO energy: -0.2 eV


No. 2
A structure of composition C18H28BrFeN7O7S, computed with wB97M-V/def2-TZVPD.

Structure (XYZ):
```
63
C18H28BrFeN7O7S (wB97M-V/def2-TZVPD)
Fe -0.71456 0.14218 0.36167
O 0.78060 1.41338 -5.48486
C 0.78503 1.08929 -4.17914
C 1.48211 1.81134 -3.21306
C 1.41610 1.40696 -1.89796
N 0.69799 0.35582 -1.49159
C 0.07585 -0.33309 -2.44045
Br -0.92076 -1.80310 -1.75597
C 0.06091 -0.03071 -3.77893
H 1.34361 2.18091 -5.63255
H 2.06940 2.67825 -3.48974
H 1.93649 1.93736 -1.11040
H -0.48177 -0.62383 -4.49902
N -1.21567 2.44649 -1.01260
N -2.60391 2.44772 -1.21351
C -3.40317 1.68047 -0.32298
O -4.60916 1.87783 -0.35853
O -2.75330 0.85255 0.40494
H -0.90962 3.18556 -0.38735
H -0.74768 2.54768 -1.90284
H -3.03883 3.30949 -1.50267
C 0.36295 -1.70335 3.92688
C -0.92906 -1.44637 3.11810
C -1.60219 -2.79884 2.81666
C -1.88600 -0.59726 3.98331
N -0.62756 -0.79575 1.90286
H 0.12363 -2.07953 4.92445
H 0.92779 -0.77422 4.02474
H 0.99663 -2.43258 3.42019
H -1.76268 -3.35836 3.73949
H -0.96616 -3.38559 2.15154
H -2.55954 -2.63538 2.31973
H -2.22983 -1.16035 4.85398
H -2.74604 -0.29606 3.38348
H -1.36268 0.29621 4.33021
N 1.98012 -1.52644 0.56291
C 3.20440 -2.19182 0.51288
C 4.38492 -1.48112 0.28691
C 5.60326 -2.14142 0.20669
C 5.65424 -3.51606 0.34540
C 4.49035 -4.23758 0.54769
C 3.27007 -3.58298 0.62494
S 7.25037 -4.37097 0.27980
O 7.23535 -5.22381 1.46203
O 8.23826 -3.30029 0.32406
O 7.21650 -5.10285 -0.98054
H 1.21878 -1.97840 1.03995
H 2.02814 -0.54691 0.79091
H 4.33487 -0.40014 0.18488
H 6.52841 -1.60426 0.04614
H 4.55183 -5.31320 0.65088
H 2.35223 -4.14237 0.77934
C 2.14689 2.42167 3.49802
N 0.71541 2.66166 3.47094
C -0.02799 2.29222 2.39654
N -1.37067 2.51352 2.47890
O 0.52993 1.87488 1.36977
H 2.51861 2.65713 4.49175
H 2.65294 3.05564 2.76984
H 2.37911 1.38263 3.26094
H 0.24992 2.86158 4.33696
H -1.79381 2.63467 3.38283
H -1.94197 1.98684 1.81286
```

Calculated values
- Total charge: -1
- 2S+1: 6
- HOMO-LUMO gap (alpha / beta): 6.13 / 6.14 eV
- Relative energy (zero: lowest compared OMol25 entry of this formula, charge and spin): 78.7 kcal/mol
- LUMO energy (alpha / beta): 1.4 / 1.4 eV


No. 3
A cluster of 4 separate species, C18H28BrINO5 in total, computed with wB97M-V/def2-TZVPD.

Structure (XYZ):
```
54
C18H28BrINO5 (wB97M-V/def2-TZVPD)
C -0.46605 0.05480 1.62686
C -0.47075 -1.55009 1.34663
Br 1.35899 -2.18489 1.88915
C -0.85225 -1.93032 -0.16371
C 0.20195 -1.24077 -1.15698
C 1.49099 -1.99617 -1.55208
N 2.51771 -1.43757 -2.40908
C 2.34415 -0.10560 -2.93145
I 3.88429 0.81946 -4.17624
C 1.07121 0.77496 -2.65378
C -0.05987 0.20450 -1.73764
C -1.40680 1.02082 -1.38180
O -2.52543 0.55518 -1.71233
O -1.35290 2.24351 -0.64997
H -1.48127 0.53423 1.36983
H -0.18221 0.17855 2.72612
H 0.30840 0.59243 0.95580
H -1.20079 -2.07743 2.07166
H -1.92538 -1.55387 -0.37476
H -0.90086 -3.07285 -0.28601
H 1.61441 -3.05830 -1.12640
H 3.34885 -2.02846 -2.58212
H 0.94824 1.82111 -3.10218
H -1.31106 2.97106 -1.31543
C -0.19123 6.65650 -1.37446
C 0.31674 5.71257 -2.43097
O -0.44995 5.08449 -3.14179
C 1.80847 5.57213 -2.57647
H -1.28342 6.65615 -1.38343
H 0.15097 6.33116 -0.38952
H 0.15998 7.66954 -1.58124
H 2.23730 5.19722 -1.64448
H 2.25108 6.53597 -2.83585
H 2.02850 4.85973 -3.37511
C 5.06569 -4.36100 4.62295
C 4.53481 -3.09981 3.99632
O 4.37540 -3.01007 2.79130
C 4.20831 -1.95320 4.91551
H 5.25661 -5.10056 3.84229
H 6.00267 -4.15161 5.14338
H 4.32934 -4.76868 5.31882
H 5.10723 -1.63692 5.44882
H 3.43398 -2.25409 5.62442
H 3.83622 -1.11169 4.32670
C -6.73616 -1.98520 0.10266
C -5.42397 -2.25846 -0.58231
O -4.64911 -3.09713 -0.15577
C -5.10417 -1.45591 -1.81473
H -6.83167 -2.63575 0.97471
H -6.77222 -0.94570 0.43574
H -7.56239 -2.19236 -0.58071
H -5.06701 -0.39330 -1.56609
H -5.85712 -1.63884 -2.58433
H -4.12847 -1.75945 -2.20046
```

Calculated values
- Total charge: +1
- HOMO-LUMO gap: 6.51 eV
- LUMO energy: -5.0 eV


No. 4
A structure of composition C18H28ClMoNO, computed with wB97M-V/def2-TZVPD.

Structure (XYZ):
```
50
C18H28ClMoNO (wB97M-V/def2-TZVPD)
C 0.13459 0.40368 -6.06890
C 1.51626 0.96218 -6.43125
C -0.09046 -0.94450 -6.76445
C -0.96026 1.39779 -6.47578
Cl 0.05985 0.15242 -4.28803
H -0.04858 -0.81891 -7.85502
H -1.07101 -1.36084 -6.51092
H 0.67901 -1.66945 -6.47915
H 1.58671 1.12170 -7.51607
H 2.31193 0.26810 -6.14118
H 1.69657 1.92301 -5.93788
H -0.93401 1.56482 -7.56146
H -0.81924 2.36574 -5.98352
H -1.95476 1.01871 -6.21825
C 1.49849 -1.69033 1.87133
C 0.87532 -2.65212 0.99331
C 1.19639 -2.27199 -0.37812
H 0.31276 -3.51000 1.32692
C 1.99707 -1.05801 -0.30906
C 2.21786 -0.74535 1.07319
H 2.90152 0.01921 1.43616
H 1.57884 -1.81426 2.94897
H 0.89675 -2.79257 -1.28227
H 2.50098 -0.56850 -1.13938
C -2.20787 0.69630 1.29546
C -2.10717 -0.50792 2.04073
C -2.17536 -1.62118 1.13299
H -2.14737 -0.61500 3.12788
C -2.31749 -1.07266 -0.21623
C -2.29837 0.37226 -0.09048
H -2.49024 1.09150 -0.89145
H -2.25989 1.70638 1.70647
H -2.23444 -2.65921 1.42787
H -2.50195 -1.64611 -1.12186
Mo -0.23159 -0.79357 0.35327
C 0.35678 1.22187 6.37271
N -0.13670 1.17687 5.01970
C -1.50999 1.55083 4.80446
C 0.65773 0.77504 4.00651
C 2.07859 0.47546 4.34160
O 0.20010 0.70312 2.83586
H -0.44668 1.59113 7.01540
H 1.24186 1.86897 6.43647
H 0.67580 0.21916 6.69357
H -1.72827 1.54819 3.74345
H -2.18310 0.83436 5.30199
H -1.68797 2.56423 5.19134
H 2.23319 -0.28666 5.11047
H 2.53721 0.11630 3.42173
H 2.60060 1.38985 4.63091
```

Calculated values
- Total charge: +2
- 2S+1: 3
- HOMO-LUMO gap (alpha / beta): 5.35 / 5.77 eV
- LUMO energy (alpha / beta): -9.7 / -9.3 eV


No. 5
A structure of composition C18H28GdNO4P2, computed with wB97M-V/def2-TZVPD.

Structure (XYZ):
```
54
C18H28GdNO4P2 (wB97M-V/def2-TZVPD)
Gd -0.21776 -0.29653 0.92779
P -0.90884 2.57544 0.55842
C -2.68838 2.32568 0.77188
C -3.20555 1.04313 0.35342
N -2.46035 -0.08335 -0.03018
C -3.08916 -1.08696 -0.74423
C -4.43794 -0.97582 -1.04304
C -5.22409 0.04496 -0.51635
C -4.59697 0.97404 0.29082
C -2.31129 -2.28598 -1.29037
P -0.74848 -2.75853 -0.40419
H -5.15794 1.75712 0.78704
H -4.89995 -1.68534 -1.69943
H -6.28677 0.16978 -0.74754
H -2.90179 -3.21326 -1.34927
H -1.98864 -2.12516 -2.33372
H -1.80265 0.94012 3.65049
H -2.98054 2.45283 1.83647
H 1.22938 -2.58298 4.10867
O -1.52209 0.22166 3.01993
H -1.97155 -0.64698 3.31294
H 2.15937 0.21101 1.26581
O 0.61836 -2.75394 3.29513
H 1.25100 -2.76699 2.48131
C -1.38249 -3.98157 0.80649
H -1.78502 -4.86770 0.29906
H -0.56749 -4.28632 1.48034
H -2.17245 -3.52491 1.42095
C 0.09527 -3.85948 -1.60015
H 1.15124 -3.96075 -1.30884
H -0.34213 -4.86786 -1.63868
H 0.06754 -3.42258 -2.60533
C -1.40485 3.56004 -0.89287
H -1.83165 4.50130 -0.52589
H -0.63705 3.74440 -1.63982
H -2.23111 3.01446 -1.36743
C -0.36621 3.81393 1.82532
H 0.69562 4.10168 1.70351
H -0.95589 4.73609 1.76507
H -0.44091 3.41595 2.84585
O 1.61051 0.11017 -0.67945
C 2.84646 0.21744 -0.36799
O 3.07451 0.21791 0.94235
C 4.02326 0.47387 -1.10901
C 5.13400 0.25528 -0.30283
C 6.33910 0.74057 -0.73877
C 6.34467 1.45778 -1.93399
C 5.19049 1.76389 -2.67469
C 3.96104 1.29223 -2.25355
H 4.97879 -0.20144 0.66350
H 7.16402 0.46867 -0.09084
H 7.32723 1.76402 -2.25669
H 5.27256 2.34464 -3.57297
H 2.98358 1.52434 -2.69448
```

Calculated values
- Total charge: +2
- 2S+1: 8
- HOMO-LUMO gap (alpha / beta): 7.72 / 4.67 eV
- Relative energy (zero: lowest compared OMol25 entry of this formula, charge and spin): 47.8 kcal/mol
- LUMO energy (alpha / beta): -6.1 / -7.3 eV


No. 6
A structure of composition C18H28MnN5O7PS, computed with wB97M-V/def2-TZVPD.

Structure (XYZ):
```
61
C18H28MnN5O7PS (wB97M-V/def2-TZVPD)
Mn 0.29710 -0.17430 0.04180
N -0.60340 1.27240 -4.29750
C -0.17790 0.89460 -3.01350
S -1.27340 1.28970 -1.72750
N 0.96610 0.31440 -2.92910
N 1.48400 0.01170 -1.70730
C 2.56030 -0.75970 -1.75750
C 3.45580 -0.98850 -0.68650
C 4.55530 -1.84090 -0.86320
C 5.48950 -2.04600 0.12720
C 5.33360 -1.41890 1.36120
C 4.24580 -0.60520 1.59040
C 3.27640 -0.34720 0.59550
O 2.29930 0.45390 0.82830
H -1.23210 2.06140 -4.22680
H 0.18810 1.44980 -4.90330
H 2.79700 -1.22120 -2.72150
H 4.66180 -2.34930 -1.81660
H 6.33260 -2.70580 -0.04800
H 6.06450 -1.58010 2.14700
H 4.10580 -0.13620 2.55790
N -0.07690 2.03140 1.31200
C -0.75640 1.78510 2.57100
C -0.61660 0.31280 3.03070
O -0.89430 0.05910 4.21790
N -0.22640 -0.51970 2.09400
C 0.02870 -1.88300 2.51910
C 0.31670 -2.84800 1.33650
O 0.35660 -4.05350 1.58800
O 0.51130 -2.32160 0.20650
H 0.93160 1.94450 1.43880
H -0.29090 2.95320 0.94340
H -1.82270 2.00370 2.45020
H -0.37570 2.41120 3.39770
H -0.81300 -2.27390 3.11050
H 0.92200 -1.91040 3.16410
C -4.31100 -0.74980 -2.98330
C -3.09110 -1.65610 -3.02290
O -2.89680 -2.30950 -1.78870
P -2.16180 -1.54950 -0.52600
O -2.18440 -2.78750 0.48520
C -3.30720 -3.59630 0.75800
C -3.00760 -4.36360 2.03760
O -3.54800 -0.75390 -0.04700
C -3.38740 0.18910 0.99340
C -4.75870 0.69710 1.42070
H -4.44270 -0.24060 -3.93360
H -4.15080 -0.01750 -2.20140
H -5.20060 -1.32920 -2.74790
H -2.20940 -1.06980 -3.29090
H -3.21910 -2.45460 -3.76590
H -3.45940 -4.28730 -0.08050
H -4.20740 -2.97490 0.85790
H -2.00150 -4.76910 1.95780
H -3.73170 -5.16340 2.18350
H -3.02770 -3.69600 2.89540
H -2.76170 1.01480 0.62940
H -2.87690 -0.27390 1.84600
H -5.29160 1.10750 0.56370
H -4.62800 1.46990 2.17620
H -5.35220 -0.11390 1.84300
```

Calculated values
- Total charge: -2
- 2S+1: 2
- HOMO-LUMO gap (alpha / beta): 6.14 / 5.94 eV
- Relative energy (zero: lowest compared OMol25 entry of this formula, charge and spin): 36.6 kcal/mol
- LUMO energy (alpha / beta): 4.8 / 4.8 eV


No. 7
The molecule C18H28N2OS, computed with wB97M-V/def2-TZVPD.

Structure (XYZ):
```
50
C18H28N2OS (wB97M-V/def2-TZVPD)
C -7.23376 -1.53452 2.45247
S -5.92722 -0.93055 3.55596
C -4.44963 -1.46056 2.62572
C -4.21769 -0.63384 1.36614
C -2.86434 -0.98180 0.75811
O -2.78894 -1.75843 -0.17597
N -1.76410 -0.44153 1.32997
C -1.71487 0.57644 2.35478
C -1.21535 1.89575 1.75971
C 0.15154 1.69226 1.11357
C 0.06494 0.56895 0.06408
N 1.28498 0.30066 -0.67555
C 2.45356 0.02538 0.13244
C 1.56815 1.25222 -1.73502
C 2.11886 0.55395 -2.99303
C 3.57487 0.20052 -2.90246
C 4.53728 1.20354 -2.86261
C 5.88153 0.89213 -2.76916
C 6.28626 -0.43113 -2.72227
C 5.33813 -1.43860 -2.77285
C 3.99345 -1.12410 -2.86267
C -0.46392 -0.70443 0.74433
H -8.17380 -1.38248 2.97214
H -7.22899 -0.96922 1.52537
H -7.08017 -2.59264 2.26088
H -3.62586 -1.35117 3.33061
H -4.56472 -2.51662 2.38216
H -4.30199 0.43068 1.58555
H -4.96843 -0.89141 0.61717
H -2.68733 0.71653 2.82077
H -1.01371 0.24251 3.13007
H -1.15646 2.64961 2.54662
H -1.92890 2.24188 1.00840
H 0.48736 2.61737 0.64049
H 0.87688 1.41936 1.88259
H -0.69127 0.85178 -0.67859
H 3.23150 -0.38158 -0.50988
H 2.21669 -0.71807 0.88878
H 2.85747 0.92291 0.62624
H 0.63615 1.74845 -2.01482
H 2.27748 2.02778 -1.40524
H 1.52520 -0.34393 -3.16510
H 1.97566 1.23093 -3.83920
H 4.22928 2.23887 -2.90995
H 6.61648 1.68365 -2.73756
H 7.33591 -0.67548 -2.65113
H 5.64719 -2.47341 -2.74222
H 3.25675 -1.91396 -2.89689
H -0.57314 -1.50054 0.00774
H 0.21104 -1.03411 1.53930
```

Calculated values
- Structure (SMILES): CSCCC(=O)N1CCC[C@@H](N(C)CCc2ccccc2)C1
- HOMO-LUMO gap: 9.02 eV
- Relative energy (zero: lowest compared OMol25 entry of this formula, charge and spin): 3.4 kcal/mol
- LUMO energy: 0.8 eV


No. 8
A structure of composition C18H28N5O2Ru, computed with wB97M-V/def2-TZVPD.

Structure (XYZ):
```
54
C18H28N5O2Ru (wB97M-V/def2-TZVPD)
Ru 0.07104 -0.00074 0.00029
C -1.95469 -1.66498 2.31682
C -2.41095 -1.73292 0.84668
N -1.32112 -1.75614 -0.16136
C -1.84480 -1.71026 -1.55746
C -0.75004 -1.28600 -2.52186
N -0.05155 -0.06063 -2.05934
C -0.52217 1.23212 -2.62708
C -1.95361 1.66514 -2.31678
C -2.41027 1.73260 -0.84679
N -1.32065 1.75559 0.16147
C -1.84470 1.71005 1.55741
C -0.75013 1.28591 2.52202
N -0.05194 0.06029 2.05988
C -0.52324 -1.23224 2.62756
H -2.05904 -2.65122 2.77001
H -2.65820 -1.02449 2.85190
H -3.03043 -0.87186 0.60144
H -3.04507 -2.61114 0.71097
H -0.78202 -2.61352 -0.04695
H -2.66876 -0.99841 -1.56997
H -2.24812 -2.67935 -1.85583
H -1.17199 -1.13762 -3.51721
H 0.00034 -2.07463 -2.60041
H 0.95150 -0.12198 -2.35054
H -0.41872 1.18591 -3.71267
H 0.18965 1.98652 -2.28471
H -2.65710 1.02508 -2.85236
H -2.05748 2.65159 -2.76963
H -3.02981 0.87147 -0.60191
H -3.04444 2.61077 -0.71101
H -0.78128 2.61282 0.04710
H -2.66876 0.99832 1.56987
H -2.24797 2.67926 1.85548
H -1.17218 1.13791 3.51738
H 0.00040 2.07440 2.60041
H 0.95109 0.12141 2.35138
H -0.42013 -1.18592 3.71318
H 0.18851 -1.98689 2.28555
O 2.51238 -0.06836 -2.31842
C 2.93864 -0.03045 -1.15743
N 2.13085 -0.00056 0.00044
C 2.93892 0.02966 1.15805
O 2.51322 0.06732 2.31920
C 4.31184 0.01773 0.74307
C 5.49991 0.00186 1.46733
C 6.66167 0.00005 0.74747
C 6.66143 0.00128 -0.74764
C 5.49930 -0.00138 -1.46728
C 4.31164 -0.01810 -0.74280
H 5.49690 -0.00587 2.54830
H 7.61254 0.00365 1.26185
H 7.61213 -0.00166 -1.26233
H 5.49606 0.00642 -2.54825
```

Calculated values
- Total charge: +2
- 2S+1: 6
- HOMO-LUMO gap (alpha / beta): 5.93 / 6.53 eV
- Relative energy (zero: lowest compared OMol25 entry of this formula, charge and spin): 16.0 kcal/mol
- LUMO energy (alpha / beta): -6.1 / -8.8 eV


Record-wise calculated total energy values, in eV: -183203.5947 -159150.7342 -108980.0363 -37018.1323 -68197.0701 -92350.8052 -34983.8139 -33231.1544
Record-wise strongest force on any atom values, in eV/A: 1.01 1.12 5.37 3.30 4.39 2.51 0.66 0.53